Record 1
2 unconnected molecules or ions with the total composition C3H10O2, computed with ωB97M-V/def2-TZVPD.

Output
Calculated total energy   -7367.2442 eV
SMILES   CCCO.O
Orbital gap   10.806 eV
Energy above the lowest of the compared OMol25 structures with the same formula, charge and spin   19.2 kcal per mole
HOMO   -10.26 eV
2S+1   1
LUMO energy   0.0200 Eh
Maximum force   1.76 eV/A

Geometry (Å):
O: 0.68 1.64 0.81
O: -3.56 -1.75 2.79
C: 1.53 0.61 0.40
C: 1.29 -0.07 -0.99
C: -0.07 0.12 -1.67
H: -0.15 0.87 -2.45
H: 2.58 0.91 0.28
H: -0.76 0.31 -0.83
H: -0.37 -0.83 -2.13
H: 2.06 0.26 -1.68
H: -3.12 -1.00 3.17
H: 0.12 2.03 0.14
H: 1.39 -0.15 1.16
H: 1.53 -1.14 -0.93
H: -3.16 -1.81 1.93


Record 2
A gas-phase ion, C4H9N3 (charge +2), computed with ωB97M-V/def2-TZVPD.

Output
Calculated total energy   -8741.4251 eV
SMILES   C[N+]1=C[N+](C)=NC1
Orbital gap   10.949 eV
Energy above the lowest of the compared OMol25 structures with the same formula, charge and spin   99.8 kcal per mole
HOMO   -21.93 eV
Charge   +2
2S+1   1
LUMO energy   -0.4037 Eh
Maximum force   5.79 eV/A

Geometry (Å):
N: -0.53 -0.45 0.73
N: 0.69 0.62 -0.99
N: -0.13 1.42 -0.67
C: -0.91 0.91 0.41
C: -1.15 -1.19 1.79
C: 0.51 -0.70 0.06
C: 1.56 0.56 -2.09
H: 1.55 -0.48 -2.52
H: -2.29 -1.46 1.58
H: -0.55 -2.14 2.05
H: -0.55 1.71 1.15
H: -1.37 -0.39 2.53
H: 1.20 -1.45 0.11
H: 1.46 1.37 -2.69
H: -1.99 1.02 0.32
H: 2.51 0.65 -1.78


Record 3
A single C2H5OP molecule, computed with ωB97M-V/def2-TZVPD.

Output
Calculated total energy   -13488.7227 eV
SMILES   O[C@@H]1CP1
Orbital gap   9.977 eV
Energy above the lowest of the compared OMol25 structures with the same formula, charge and spin   49.6 kcal per mole
HOMO   -9.15 eV
2S+1   1
LUMO energy   0.0304 Eh
Maximum force   3.12 eV/A

Geometry (Å):
P: 0.39 0.85 -1.26
O: -0.23 0.40 1.63
C: -0.70 0.11 0.25
C: 0.04 -0.88 -0.60
H: 0.82 -1.53 -0.22
H: 1.94 0.88 -0.54
H: 0.13 1.32 1.75
H: -1.80 0.30 0.24
H: -0.59 -1.44 -1.25


Record 4
A molecular structure, C41H37FIrN13O8, computed with ωB97M-V/def2-TZVPD.

Output
Calculated total energy   -84399.4797 eV
Orbital gap (spin up / spin down)   4.859 / 4.748 eV
Energy above the lowest of the compared OMol25 structures with the same formula, charge and spin   70.8 kcal per mole
HOMO (spin up / spin down)   -14.04 / -14.04 eV
Charge   +3
2S+1   2
LUMO energy (spin up / spin down)   -0.3373 / -0.3414 Eh
Maximum force   2.41 eV/A

Geometry (Å):
Ir: 1.04 3.14 -0.36
F: -1.62 -2.62 2.74
O: 1.98 9.64 0.16
O: -2.43 4.73 -1.04
O: -0.54 3.60 -1.40
O: -0.45 1.79 0.75
O: 2.53 3.85 0.73
O: 4.47 -2.99 -1.78
O: 4.12 5.40 0.87
O: 3.78 8.39 0.49
N: 0.69 1.49 -1.74
N: -4.43 -2.97 2.44
N: 4.73 1.30 0.17
N: 0.79 5.26 -0.08
N: -0.08 -0.46 -2.24
N: 5.09 -4.68 -3.00
N: -6.13 -4.10 4.11
N: -4.42 1.22 -0.03
N: -0.55 0.37 -3.21
N: 2.71 1.80 -0.37
N: 4.74 1.45 -1.18
N: -0.16 6.15 -0.41
N: 6.10 -4.40 -2.13
C: 3.52 1.50 0.65
C: -1.67 1.59 0.46
C: -0.09 1.54 -2.87
C: 2.82 -3.64 -3.38
C: 7.66 -2.34 1.62
C: 0.31 7.39 -0.33
C: -3.80 -3.95 3.33
C: 5.72 -3.39 -1.41
C: -4.86 -4.88 3.91
C: 1.89 -2.90 -2.65
C: -5.89 1.15 -0.23
C: 7.21 -3.14 0.58
C: -1.82 3.70 -0.91
C: 1.21 -3.95 -5.12
C: 0.62 -2.69 -3.15
C: 4.14 -3.83 -2.79
C: 2.98 5.12 0.62
C: -2.43 2.49 -0.32
C: -2.34 -1.68 2.11
C: -5.61 -3.51 1.77
C: -3.74 -1.87 1.91
C: 2.48 8.56 0.26
C: 1.88 5.98 0.21
C: -6.73 -3.70 2.79
C: 6.38 -0.48 0.77
C: 3.51 1.76 -1.47
C: 7.24 -1.02 1.73
C: -2.37 0.42 0.95
C: -4.40 -0.88 1.20
C: -6.66 1.64 0.98
C: 0.28 -3.21 -4.40
C: 1.64 7.33 0.08
C: 6.34 -2.60 -0.36
C: 0.67 0.20 -1.38
C: -3.77 2.28 -0.50
C: 5.98 0.98 0.88
C: 2.48 -4.17 -4.62
C: 5.95 -1.27 -0.28
C: -0.36 -1.91 -2.32
C: -1.69 -0.57 1.68
C: -3.73 0.25 0.70
H: 7.52 -4.18 0.50
H: 3.27 1.49 1.70
H: 3.21 -4.74 -5.18
H: -1.37 -1.97 -2.74
H: -5.11 -5.71 3.24
H: -6.80 -4.64 4.66
H: -0.30 8.25 -0.54
H: -4.37 3.00 -1.04
H: -5.91 -3.26 4.65
H: -5.36 -4.45 1.29
H: 8.33 -2.75 2.36
H: -5.96 -2.85 0.99
H: 3.17 1.96 -2.48
H: 7.59 -0.42 2.55
H: -5.46 -0.95 1.07
H: -6.47 1.04 1.86
H: 2.18 -2.50 -1.69
H: 5.85 1.27 1.91
H: -1.08 5.84 -0.75
H: 4.01 7.46 0.62
H: -7.41 -4.49 2.48
H: -0.64 -0.44 1.91
H: 1.15 -0.23 -0.52
H: -7.31 -2.79 2.96
H: -0.71 -3.04 -4.81
H: 0.94 -4.34 -6.09
H: -0.38 -2.27 -1.29
H: -4.54 -5.29 4.86
H: 6.74 1.62 0.43
H: -0.27 2.43 -3.43
H: -3.05 -4.56 2.83
H: -6.11 1.75 -1.11
H: -6.40 2.67 1.21
H: -3.31 -3.42 4.15
H: -6.15 0.12 -0.50
H: -7.73 1.61 0.77
H: 5.32 -0.86 -1.05


Record 5
A molecular structure, C36H53N4OP2Pt, computed with ωB97M-V/def2-TZVPD.

Output
Calculated total energy   -67994.1062 eV
Orbital gap (spin up / spin down)   6.158 / 3.291 eV
Energy above the lowest of the compared OMol25 structures with the same formula, charge and spin   61.7 kcal per mole
HOMO (spin up / spin down)   -15.28 / -15.26 eV
Charge   +3
2S+1   5
LUMO energy (spin up / spin down)   -0.3354 / -0.4400 Eh
Maximum force   7.13 eV/A

Geometry (Å):
Pt: -0.17 0.12 0.35
P: -2.50 0.21 0.30
P: 2.69 -0.22 -0.33
O: 0.56 1.84 2.69
N: -0.64 -0.92 3.67
N: 0.60 1.17 -1.25
N: -0.43 -1.22 -1.24
N: -0.51 -3.09 2.85
C: -1.72 -1.92 6.09
C: 0.25 1.14 1.81
C: -1.60 -0.54 5.85
C: 0.78 3.07 -3.38
C: 1.07 1.72 -3.56
C: 0.71 -1.77 -1.82
C: 1.35 2.07 -5.93
C: 0.48 -2.78 -2.80
C: 1.17 3.45 -5.72
C: 2.01 -1.22 -1.63
C: 5.55 0.42 -0.81
C: -1.28 -2.79 5.09
C: -3.00 -2.48 0.89
C: -1.05 -0.10 4.65
C: -0.78 -2.91 -3.38
C: -4.07 -0.80 2.41
C: 1.27 1.19 -4.85
C: 2.34 -1.56 2.25
C: 4.14 0.42 -2.80
C: 3.43 -0.92 1.38
C: 0.87 3.95 -4.46
C: -4.99 -1.24 0.11
C: 1.12 0.93 -2.33
C: 3.79 2.22 -1.09
C: -3.71 -1.12 0.95
C: -2.32 2.93 -0.42
C: -1.83 -2.09 -2.96
C: -0.78 -2.24 3.89
C: 3.95 0.31 2.16
C: -1.60 -1.21 -1.90
C: -3.05 2.43 1.91
C: -2.60 -0.14 -1.51
C: 4.13 0.73 -1.30
C: -3.16 1.97 0.45
C: -4.62 2.06 0.00
C: 4.49 -1.98 1.10
H: -4.92 3.12 0.01
H: 6.25 1.04 -1.38
H: -2.02 2.43 2.28
H: 5.74 0.63 0.25
H: -5.53 -0.29 0.00
H: -2.80 -2.08 -3.43
H: -4.77 1.70 -1.03
H: -1.93 0.20 6.57
H: -2.43 2.72 -1.49
H: -4.80 -1.66 -0.88
H: -3.66 1.82 2.59
H: -0.93 0.97 4.46
H: -5.31 1.53 0.68
H: 1.33 0.10 -4.98
H: -0.95 -3.64 -4.17
H: 1.56 1.69 -6.93
H: -3.44 3.46 1.98
H: -2.10 -2.51 1.52
H: 3.66 2.50 -0.04
H: -1.26 2.91 -0.16
H: 0.06 -2.75 2.09
H: -3.17 -0.65 3.03
H: 4.60 2.84 -1.51
H: -4.62 -1.65 2.83
H: 5.38 -1.60 0.60
H: -3.69 -3.25 1.26
H: 2.00 -2.52 1.82
H: 3.12 0.94 2.49
H: 4.78 1.16 -3.30
H: 4.49 -0.04 3.06
H: -2.70 3.96 -0.26
H: 4.63 0.95 1.59
H: 1.47 -0.91 2.38
H: -5.67 -1.94 0.63
H: 2.87 2.49 -1.63
H: 2.75 -1.77 3.25
H: 2.79 -1.79 -2.14
H: 0.72 5.03 -4.30
H: 1.33 -3.34 -3.20
H: -2.36 0.80 -2.04
H: -4.72 0.08 2.50
H: 4.81 -2.43 2.06
H: 4.07 -2.79 0.47
H: 1.24 4.14 -6.56
H: 3.14 0.50 -3.23
H: -3.62 -0.41 -1.81
H: 0.47 3.42 -2.39
H: -0.43 -4.08 3.06
H: 5.83 -0.62 -1.02
H: -1.33 -3.88 5.18
H: 4.53 -0.58 -3.02
H: -2.71 -2.74 -0.14
H: -2.14 -2.29 7.02


Record 6
5 unconnected molecules or ions with the total composition CH14NO4, computed with ωB97M-V/def2-TZVPD.

Output
Calculated total energy   -10938.9810 eV
Orbital gap   12.269 eV
Energy above the lowest of the compared OMol25 structures with the same formula, charge and spin   8.6 kcal per mole
HOMO   -15.04 eV
Charge   +1
2S+1   1
LUMO energy   -0.1019 Eh
Maximum force   0.79 eV/A

Geometry (Å):
O: -0.28 -1.88 -1.15
O: -0.61 1.69 3.07
O: 0.91 -3.31 0.98
O: 1.02 0.90 0.93
N: 0.17 0.70 -1.72
C: -1.17 1.36 -1.86
H: 0.44 0.74 -0.70
H: -1.65 0.96 -2.75
H: -1.14 1.68 3.87
H: -0.37 -2.79 -1.46
H: -0.66 2.58 2.71
H: 0.51 0.97 1.77
H: 1.72 -3.55 0.52
H: -1.04 2.44 -1.85
H: 1.91 1.16 1.17
H: 0.91 1.19 -2.24
H: 1.03 -3.66 1.87
H: 0.04 -0.30 -1.94
H: 0.00 -1.95 -0.23
H: -1.74 1.07 -0.99


Record 7
A molecular structure, C31H24N8O2SV, computed with ωB97M-V/def2-TZVPD.

Output
Calculated total energy   -85071.2179 eV
Orbital gap (spin up / spin down)   7.454 / 7.447 eV
Energy above the lowest of the compared OMol25 structures with the same formula, charge and spin   3.9 kcal per mole
HOMO (spin up / spin down)   -10.33 / -10.32 eV
Charge   +1
2S+1   1
LUMO energy (spin up / spin down)   -0.1056 / -0.1056 Eh
Maximum force   0.61 eV/A

Geometry (Å):
V: 0.61 0.08 -0.56
S: 1.04 2.94 2.88
O: -0.76 -1.04 -0.78
O: 1.89 1.46 -1.19
N: -0.40 1.18 -1.99
N: 2.37 -1.16 -0.66
N: 0.11 2.47 -2.19
N: 4.02 -1.77 -2.20
N: -0.07 -0.43 3.72
N: 0.23 1.44 1.01
N: 0.91 -1.89 1.43
N: 1.37 -2.91 0.58
C: 2.31 6.07 -2.38
C: 4.26 -4.02 -3.07
C: 2.09 -2.52 -0.40
C: -0.67 0.19 4.72
C: 3.65 -3.12 -2.20
C: -0.46 -1.68 3.44
C: 2.64 -3.51 -1.33
C: -2.00 -0.43 -2.72
C: -2.96 -0.79 -3.67
C: 1.11 1.51 1.98
C: 1.32 2.50 -1.72
C: 3.31 -0.87 -1.51
C: 3.83 -5.34 -3.06
C: 1.58 4.89 -2.38
C: -1.68 -0.38 5.49
C: -3.54 -2.04 -3.65
C: -2.24 -2.62 -1.69
C: -3.17 -2.95 -2.66
C: 3.55 6.12 -1.76
C: 3.34 3.82 -1.14
C: 0.18 -2.41 2.34
C: -2.09 -1.67 5.19
C: 2.22 -4.84 -1.34
C: -1.46 -2.33 4.15
C: -0.31 3.46 1.95
C: -0.58 2.55 0.99
C: 2.81 -5.74 -2.20
C: 4.07 5.00 -1.14
C: -1.66 -1.36 -1.73
C: 2.10 3.76 -1.76
C: -1.38 0.86 -2.76
H: 1.44 -5.14 -0.66
H: -1.74 -3.35 3.89
H: -1.72 1.60 -3.48
H: -0.80 4.40 2.14
H: -3.23 -0.08 -4.44
H: 4.29 -6.05 -3.73
H: 3.53 0.18 -1.68
H: -3.63 -3.94 -2.64
H: 5.04 -3.70 -3.74
H: 0.00 -3.48 2.31
H: -2.87 -2.15 5.77
H: 2.49 -6.77 -2.20
H: 1.91 6.95 -2.87
H: 1.81 0.72 2.18
H: -4.27 -2.32 -4.39
H: -1.34 2.63 0.23
H: 0.62 4.84 -2.86
H: 5.04 5.04 -0.66
H: 4.12 7.05 -1.77
H: -1.96 -3.32 -0.92
H: 4.73 -1.44 -2.83
H: 3.73 2.93 -0.65
H: -2.13 0.18 6.29
H: -0.33 1.19 4.94


Record 8
A molecular structure, C43H55AsBF4NO6ReS2Si4, computed with ωB97M-V/def2-TZVPD.

Output
Calculated total energy   -186963.9739 eV
Orbital gap (spin up / spin down)   7.310 / 6.958 eV
Energy above the lowest of the compared OMol25 structures with the same formula, charge and spin   0.0 kcal per mole
HOMO (spin up / spin down)   -7.94 / -8.03 eV
2S+1   4
LUMO energy (spin up / spin down)   -0.0232 / -0.0392 Eh
Maximum force   0.44 eV/A

Geometry (Å):
Re: -0.30 0.15 0.32
As: 2.83 -0.76 -0.54
S: 0.04 2.04 1.78
S: -0.55 -1.08 4.37
Si: -3.44 2.37 1.13
Si: -1.90 1.89 -0.65
Si: -2.82 0.97 -2.64
Si: -1.29 4.07 -1.33
F: 0.79 2.03 -2.04
F: 2.75 2.99 -1.28
F: 2.80 1.21 -2.74
F: 2.09 3.27 -3.47
O: 0.42 -6.35 -0.91
O: -1.85 -1.68 4.30
O: 0.57 -1.91 4.71
O: -2.14 -0.74 0.65
O: 1.69 0.34 0.10
O: 0.12 -1.68 -0.35
N: -0.22 -0.29 2.94
C: 4.91 0.75 0.61
C: 1.36 -1.12 -3.00
C: -0.25 -5.23 -0.60
C: 1.84 -2.83 -4.62
C: 2.54 -3.49 2.65
C: 5.30 0.17 -1.70
C: 0.30 -3.97 -0.66
C: 4.58 -3.95 1.48
C: -0.34 1.47 4.51
C: 2.42 -1.58 -2.23
C: 3.20 -2.65 -2.65
C: -2.82 5.17 -1.15
C: -2.33 -4.34 0.17
C: -0.77 0.53 6.70
C: 3.13 -2.18 0.73
C: 0.13 4.85 -0.37
C: -0.74 1.83 7.21
C: -0.89 4.18 -3.16
C: 6.94 1.43 -0.47
C: 6.53 0.81 -1.65
C: 2.90 -3.27 -3.86
C: -5.16 2.70 0.44
C: 4.51 0.14 -0.57
C: -2.84 3.92 2.05
C: 1.79 -6.22 -1.28
C: 4.31 -2.90 0.61
C: -3.73 1.13 2.53
C: -3.48 -0.78 -2.40
C: -1.62 0.89 -4.09
C: 1.07 -1.75 -4.20
C: -2.59 -1.90 0.53
C: 6.13 1.40 0.65
C: -0.57 0.39 5.35
C: -0.32 2.76 5.01
C: 3.69 -4.24 2.50
C: -1.80 -3.02 0.14
C: -0.52 2.92 6.38
C: -0.16 1.00 3.11
C: -4.04 -2.08 0.87
C: 2.25 -2.45 1.77
C: -0.46 -2.86 -0.29
C: -1.59 -5.42 -0.18
C: -4.28 2.05 -3.15
B: 2.13 2.41 -2.38
H: -4.51 -1.10 0.94
H: -3.99 1.70 3.43
H: 4.96 -0.27 -2.63
H: 4.02 -3.01 -2.05
H: 3.51 -4.11 -4.19
H: 5.50 -4.51 1.37
H: 7.16 0.85 -2.53
H: 0.79 -0.26 -2.68
H: 0.25 -1.40 -4.80
H: -1.86 0.00 -4.68
H: -2.88 0.50 2.79
H: -1.75 1.77 -4.73
H: -0.48 3.26 -3.57
H: -4.55 -2.67 0.11
H: -3.94 3.01 -3.56
H: -3.65 4.66 2.11
H: 2.15 -7.23 -1.45
H: -0.12 4.94 -3.32
H: -1.98 -6.43 -0.15
H: -2.57 3.65 3.07
H: -0.51 3.92 6.80
H: -0.08 4.99 0.69
H: -1.77 4.47 -3.74
H: -0.89 1.99 8.27
H: 1.88 -5.63 -2.20
H: -3.85 -1.18 -3.35
H: 1.32 -3.80 -0.99
H: -1.98 4.41 1.59
H: 1.36 -1.87 1.92
H: 5.05 -2.64 -0.15
H: -5.59 1.78 0.03
H: -0.94 -0.32 7.34
H: 7.90 1.94 -0.44
H: 3.91 -5.05 3.19
H: -4.32 -0.78 -1.70
H: 1.85 -3.68 3.47
H: 6.45 1.90 1.56
H: -4.95 2.26 -2.32
H: -4.86 1.55 -3.93
H: -3.35 -4.49 0.49
H: -0.57 0.87 -3.80
H: -4.58 0.48 2.32
H: -2.71 -1.46 -2.04
H: -3.17 5.31 -0.12
H: 0.32 5.83 -0.80
H: 2.36 -5.75 -0.48
H: -5.18 3.45 -0.35
H: -0.15 3.60 4.36
H: -4.14 -2.59 1.83
H: -2.57 6.15 -1.55
H: 1.61 -3.32 -5.56
H: -5.82 3.04 1.24
H: 4.27 0.74 1.49
H: -3.65 4.78 -1.74
H: 1.04 4.25 -0.47